w:
{"formula": "CNO4S", "method": "the ωB97M-V functional and the def2-TZVPD basis", "charge": -1, "smiles": "O=[N+]([O-])OC([O-])=S", "gap_ev": 8.39, "symbols": ["O", "N", "O", "O", "C", "O", "S"], "coordinates": [[2.156, -0.005, 0.511], [1.090, 0.306, -0.084], [1.051, 0.207, -1.273], [0.070, 0.761, 0.572], [-1.346, -0.149, 0.152], [-1.052, -1.230, -0.220], [-2.498, 0.913, 0.397]]}

***

x:
{"formula": "CNO4S", "method": "the ωB97M-V functional and the def2-TZVPD basis", "charge": -1, "smiles": "N#COS(=O)(=O)[O-]", "gap_ev": 9.76, "symbols": ["N", "C", "O", "S", "O", "O", "O"], "coordinates": [[2.486, -0.420, 0.297], [1.583, 0.257, 0.074], [0.543, 0.771, -0.525], [-0.894, -0.029, -0.052], [-0.604, -1.412, 0.223], [-1.793, 0.156, -1.160], [-1.321, 0.678, 1.142]]}

***

Relative energies, kcal/mol: w 70.5; x 0.0.

***

w:
{"formula": "C3H7O2P", "method": "the ωB97M-V functional and the def2-TZVPD basis", "charge": 0, "gap_ev": 8.94, "symbols": ["C", "C", "C", "O", "O", "P", "H", "H", "H", "H", "H", "H", "H"], "coordinates": [[0.190, -0.436, 0.826], [1.407, 0.282, 0.609], [-1.666, 0.183, -0.417], [1.068, -0.978, -0.063], [2.385, 0.296, 1.566], [-1.150, -0.643, -1.918], [-0.307, -1.061, 1.624], [1.403, 1.109, -0.024], [-1.755, 1.294, -0.373], [-2.135, -0.274, 0.344], [2.032, -0.255, 2.278], [0.172, -0.048, -1.816], [-1.645, 0.530, -2.636]]}

***

x:
{"formula": "C3H7O2P", "method": "the ωB97M-V functional and the def2-TZVPD basis", "charge": 0, "smiles": "C=C[C@H](O)PO", "gap_ev": 9.44, "symbols": ["C", "C", "C", "O", "P", "O", "H", "H", "H", "H", "H", "H", "H"], "coordinates": [[-1.549, -0.609, -0.379], [-0.690, -0.209, 0.532], [0.139, 0.949, 0.596], [-0.005, 1.807, -0.474], [1.904, 0.164, 0.468], [1.575, -1.032, -0.792], [-2.303, -1.344, -0.248], [-1.571, -0.095, -1.351], [-0.659, -0.886, 1.374], [0.183, 1.547, 1.526], [-0.520, 1.266, -1.162], [1.634, -0.879, 1.502], [1.862, -0.680, -1.593]]}

***

y:
{"formula": "C3H7O2P", "method": "the ωB97M-V functional and the def2-TZVPD basis", "charge": 0, "gap_ev": [8.72, 8.72], "symbols": ["C", "C", "C", "O", "O", "P", "H", "H", "H", "H", "H", "H", "H"], "coordinates": [[1.381, -1.662, 1.197], [-1.577, -0.806, -1.123], [0.948, 1.029, 1.010], [2.027, -2.157, 0.322], [-0.443, -1.173, -0.478], [-0.371, -1.052, 1.159], [1.992, -1.341, 2.166], [-1.477, -0.894, -2.252], [-1.778, 0.261, -0.959], [-2.458, -1.433, -0.705], [1.560, 1.242, 1.929], [0.010, 1.444, 0.991], [1.673, 0.764, 0.148]]}

***

Relative energies, kcal/mol: w 79.4; x 0.0; y 31.5.

***

w:
{"formula": "H12LiO6", "method": "the ωB97M-V functional and the def2-TZVPD basis", "charge": 1, "gap_ev": 11.79, "symbols": ["Li", "O", "H", "H", "O", "H", "H", "O", "H", "H", "O", "H", "H", "O", "H", "H", "O", "H", "H"], "coordinates": [[0.039, 0.268, 0.183], [-1.408, 0.416, 1.251], [-2.149, -0.258, 1.384], [-1.297, 0.884, 2.046], [0.373, -1.945, 1.435], [0.248, -2.239, 2.319], [-0.302, -2.287, 0.733], [1.617, -0.612, -1.340], [1.714, -0.665, -2.140], [1.860, 0.251, -1.164], [1.794, 1.142, 0.980], [2.272, 1.884, 0.675], [2.270, 0.307, 1.285], [-1.499, -0.778, -1.228], [-1.600, -1.886, -1.543], [-2.228, -0.398, -0.954], [-0.432, 1.926, -0.999], [-1.292, 2.355, -1.193], [0.019, 1.638, -1.733]]}

***

x:
{"formula": "H12LiO6", "method": "the ωB97M-V functional and the def2-TZVPD basis", "charge": 1, "gap_ev": 11.70, "symbols": ["Li", "O", "H", "H", "O", "H", "H", "O", "H", "H", "O", "H", "H", "O", "H", "H", "O", "H", "H"], "coordinates": [[-0.218, 0.289, 0.028], [0.044, 1.826, 1.506], [-0.563, 2.255, 2.044], [0.822, 2.394, 1.531], [-0.564, 1.379, -1.685], [0.268, 1.784, -2.068], [-1.341, 0.914, -2.037], [0.577, -1.534, 1.473], [0.425, -1.319, 2.410], [0.272, -2.612, 1.681], [-2.281, 0.117, 0.456], [-2.204, 0.097, 1.320], [-2.818, -0.548, 0.004], [1.945, 0.548, -0.579], [2.612, -0.090, -0.500], [1.940, 0.936, -1.485], [0.037, -1.872, -1.509], [0.073, -2.744, -0.834], [0.975, -1.819, -1.756]]}

***

Relative energies, kcal/mol: w 17.6; x 0.0.

***

w:
{"formula": "C2H5NO4", "method": "the ωB97M-V functional and the def2-TZVPD basis", "charge": 0, "smiles": "CC(O)(O)[N+](=O)[O-]", "gap_ev": 11.40, "symbols": ["C", "C", "O", "O", "N", "O", "O", "H", "H", "H", "H", "H"], "coordinates": [[0.756, -0.019, -0.021], [-0.786, -0.231, -0.158], [-1.222, 0.247, -1.396], [-1.570, 0.488, 0.795], [-0.982, -1.750, 0.039], [-0.244, -2.287, 0.803], [-1.849, -2.296, -0.638], [1.251, -0.818, -0.677], [0.869, 1.000, -0.370], [1.240, -0.158, 0.906], [-2.192, 0.337, -1.420], [-1.309, 1.391, 0.567]]}

***

x:
{"formula": "C2H5NO4", "method": "the ωB97M-V functional and the def2-TZVPD basis", "charge": 0, "smiles": "O=CNC(=O)O.O", "gap_ev": 11.41, "symbols": ["O", "C", "N", "C", "O", "O", "H", "H", "H", "O", "H", "H"], "coordinates": [[1.817, 1.201, -0.260], [1.052, 0.521, 0.353], [1.097, 0.136, 1.719], [2.210, -0.536, 2.306], [2.230, -0.876, 3.437], [3.116, -0.847, 1.335], [0.175, 0.002, -0.073], [0.381, 0.608, 2.246], [3.254, -0.154, 0.678], [-4.724, 0.070, -4.010], [-5.282, -0.650, -4.305], [-5.326, 0.525, -3.424]]}

***

Relative energies, kcal/mol: w 69.4; x 0.0.